No. 1
{
  "formula": "C6H19NO4",
  "method": "ωB97M-V/def2-TZVPD",
  "species": ["C", "N", "C", "C", "C", "C", "C", "H", "H", "H", "H", "H", "H", "H", "H", "H", "H", "H", "H", "H", "O", "H", "H", "O", "H", "H", "O", "H", "H", "O"],
  "xyz": [[1.4088, -2.2490, -0.7138], [0.1288, -1.5865, -0.4989], [0.0202, -0.5829, 0.4630], [-1.1320, 0.1257, 0.5199], [-1.4737, 1.1640, 1.4976], [-0.6970, 2.1682, 1.9069], [1.1477, -0.4502, 1.4290], [2.2363, -1.5664, -0.9188], [1.3182, -2.9172, -1.5667], [1.6657, -2.8637, 0.1485], [-0.3564, -1.3697, -1.3576], [-1.9253, -0.1156, -0.1804], [-2.4899, 1.1002, 1.8805], [-1.0303, 2.9016, 2.6309], [0.3209, 2.2897, 1.5494], [1.4534, -1.4198, 1.8188], [2.0086, 0.0087, 0.9384], [0.8662, 0.1877, 2.2598], [-0.7274, 1.1718, -2.2621], [-0.3916, 0.6011, -3.6696], [-0.2556, 0.4399, -2.7256], [-0.9714, -2.7608, 1.1523], [-1.5932, -2.0240, 2.3288], [-1.3394, -2.9066, 2.0336], [2.5568, 1.6637, -2.0408], [1.4021, 0.6355, -1.9773], [2.2512, 0.8854, -1.5665], [-2.2210, 2.3243, -0.9996], [-0.7965, 2.6005, -0.6558], [-1.3843, 2.5446, -1.4241]],
  "forces_ev_per_a": [[0.1, -0.1, -0.1], [0.4, 0.0, 0.2], [-0.5, -0.1, -0.4], [0.2, 0.2, 0.4], [0.1, 0.0, -0.2], [0.1, 0.1, 0.1], [0.1, 0.2, 0.1], [0.0, 0.1, 0.0], [-0.1, 0.0, 0.0], [0.0, 0.0, 0.0], [-0.1, 0.0, 0.1], [0.0, -0.2, 0.0], [0.0, 0.2, 0.0], [-0.1, -0.1, 0.0], [0.0, 0.0, -0.1], [0.0, 0.0, 0.0], [0.0, -0.1, -0.1], [0.0, -0.1, 0.1], [0.1, -0.1, -0.2], [0.1, -0.1, 0.3], [-0.2, 0.1, -0.3], [0.0, 0.1, -0.1], [0.1, -0.1, -0.1], [0.0, 0.0, 0.1], [-0.1, -0.1, 0.0], [0.1, 0.2, -0.1], [0.0, -0.1, 0.2], [-0.1, 0.0, -0.1], [0.1, 0.0, -0.1], [0.0, 0.1, 0.2]],
  "mulliken_charge": [-1.020, -0.126, 0.426, -0.088, -0.367, -0.989, -1.923, 0.332, 0.383, 0.297, 0.306, 0.501, 0.340, 0.272, 0.311, 0.414, 0.286, 0.578, 0.431, 0.264, -0.649, 0.403, 0.313, -0.673, 0.275, 0.369, -0.618, 0.353, 0.344, -0.744],
  "gap_ev": 8.2,
  "total_energy_ha": -595.6998,
  "e_homo_ev": -7.795,
  "smiles": "C=C/C=C(\\C)NC.O.O.O.O",
  "spin_multiplicity": 1
}

=====

No. 2
{
  "formula": "C6H20AsNO3P",
  "method": "ωB97M-V/def2-TZVPD",
  "species": ["C", "C", "O", "C", "N", "C", "C", "O", "As", "P", "C", "O", "H", "H", "H", "H", "H", "H", "H", "H", "H", "H", "H", "H", "H", "H", "H", "H", "H", "H", "H", "H"],
  "xyz": [[-2.4835, -0.7014, 1.9210], [-1.0437, -0.3881, 2.1724], [-1.0347, 0.5566, 3.2683], [-0.2555, -1.6338, 2.5541], [0.6947, -2.0613, 1.5216], [1.7181, -1.0274, 1.2153], [1.8784, -0.7392, -0.2784], [1.5760, 0.6009, -0.5567], [1.6099, 1.0609, -2.4227], [-0.6763, 0.5069, -2.7971], [-1.3449, 2.1818, -3.1997], [-1.4568, 0.1749, -1.3168], [-3.0088, 0.2078, 1.6807], [-2.5472, -1.3669, 1.0727], [-2.9120, -1.1786, 2.7930], [-0.6258, 0.0898, 1.2963], [-0.1826, 1.0156, 3.2646], [-0.9733, -2.4382, 2.6824], [0.2033, -1.4990, 3.5311], [1.2065, -2.8339, 1.9251], [1.5442, -0.1038, 1.7500], [2.6774, -1.4021, 1.5601], [1.2071, -1.4040, -0.8106], [2.9134, -0.9350, -0.5702], [1.9875, -0.4150, -2.8187], [1.5988, 1.4433, -3.9715], [1.1944, 2.5423, -2.0397], [3.1392, 1.4248, -2.3430], [-2.4229, 2.1488, -3.1483], [-1.0434, 2.3994, -4.2112], [-0.9741, 2.9433, -2.5194], [-2.1635, 0.8306, -1.2047]],
  "forces_ev_per_a": [[0.1, -0.1, -0.3], [0.2, 0.4, 0.7], [0.2, 0.2, 0.0], [0.0, -0.5, -0.5], [0.2, 0.6, 0.4], [0.2, -0.8, -0.2], [-0.3, 1.0, 0.1], [-0.1, 0.0, 0.2], [0.8, 0.5, -0.5], [-0.5, -0.8, -0.5], [0.3, -0.5, 0.6], [-0.3, 0.7, -0.1], [-0.4, 0.3, 0.0], [-0.1, -0.3, -0.3], [-0.3, -0.1, 0.2], [0.2, 0.0, -0.4], [-0.2, -0.2, -0.1], [-0.1, -0.4, 0.1], [0.3, 0.3, 0.3], [-0.2, -0.3, -0.2], [-0.2, 0.3, 0.1], [0.3, -0.1, 0.3], [-0.1, -0.4, -0.3], [0.2, -0.3, -0.2], [-0.1, -0.2, 0.2], [-0.2, 0.0, 0.0], [0.0, 0.0, 0.3], [0.0, 0.0, 0.2], [-0.5, 0.0, -0.1], [0.1, 0.2, -0.3], [0.2, 0.3, 0.2], [0.3, -0.3, 0.2]],
  "mulliken_charge": [-1.900, 1.029, -0.645, -0.903, -0.418, -0.315, -0.623, -0.656, -0.711, -0.080, -1.261, -0.264, 0.373, 0.387, 0.459, 0.182, 0.354, 0.385, 0.312, 0.232, 0.125, 0.420, 0.397, 0.267, 0.158, 0.153, 0.056, 0.124, 0.402, 0.384, 0.330, 0.246],
  "gap_ev": 6.1,
  "total_energy_ha": -3098.0880,
  "e_homo_ev": -2.847,
  "spin_multiplicity": 1,
  "total_charge": -1
}

=====

No. 3
{
  "formula": "C6H20BrO7Pt",
  "method": "ωB97M-V/def2-TZVPD",
  "species": ["Pt", "Br", "C", "C", "O", "O", "H", "H", "H", "H", "H", "H", "C", "C", "O", "O", "H", "H", "H", "H", "H", "H", "C", "C", "O", "O", "H", "H", "H", "H", "H", "H", "O", "H", "H"],
  "xyz": [[0.1419, 4.5355, 0.8489], [0.4670, 2.0087, 0.9856], [-0.3173, -3.3113, -0.3335], [0.1445, -1.9238, -0.9142], [1.1664, -1.2968, -0.0967], [-1.1228, -3.1805, 0.8157], [0.6259, -3.8269, -0.1529], [-0.9086, -3.8169, -1.0970], [-0.5774, -1.2294, -1.3441], [0.6706, -2.2958, -1.7934], [0.7844, -0.4692, 0.2046], [-0.8261, -2.5050, 1.4300], [-0.3480, 2.2198, -3.3545], [-1.6064, 2.8265, -4.0791], [-2.1374, 4.0442, -3.4386], [-0.7763, 1.6651, -2.1229], [0.4231, 2.9577, -3.1333], [0.1469, 1.4731, -3.9755], [-2.4176, 2.1050, -3.9819], [-1.3905, 3.0429, -5.1253], [-2.7971, 4.4346, -4.0165], [-0.2634, 2.0649, -1.4166], [0.4383, -0.7979, 3.5116], [-0.0320, -1.6960, 4.7046], [0.0857, -3.1103, 4.4552], [-0.4076, -0.9334, 2.4583], [1.4309, -1.0460, 3.1357], [0.6127, 0.2423, 3.7868], [-1.0459, -1.4890, 5.0469], [0.6877, -1.4752, 5.4929], [0.9683, -3.4052, 4.6911], [-0.1527, -0.2642, 1.8189], [3.1184, 1.2947, -1.0250], [2.9014, 2.1529, -1.3891], [2.3128, 1.0050, -0.5968]],
  "forces_ev_per_a": [[0.2, -1.2, 0.2], [-0.3, 1.4, -0.3], [-1.4, 0.0, 0.9], [2.6, 1.1, 0.0], [-2.1, -1.2, -1.2], [0.1, -0.8, -2.6], [0.2, 0.0, 0.4], [0.0, -0.2, 0.2], [-0.6, -0.1, 0.9], [0.2, -0.3, -0.1], [0.1, 0.4, 0.1], [1.1, 1.1, 1.7], [-0.4, 0.6, 1.8], [0.1, 1.7, 0.0], [1.7, -2.9, 0.3], [-0.1, 0.0, -1.6], [-0.2, 0.5, -0.3], [-0.6, -0.3, -0.5], [-0.1, -0.5, 0.1], [-0.3, 0.0, -0.1], [-0.3, 0.7, -0.8], [0.2, 0.2, 1.0], [1.7, -0.8, 2.2], [1.8, -0.1, -0.4], [-0.6, 0.7, -0.6], [-2.3, -0.4, -2.6], [0.5, -0.8, 0.6], [-0.8, 0.3, 0.5], [0.1, 0.1, -0.3], [-0.3, 0.3, 0.4], [0.1, 0.1, 0.1], [-0.4, 0.3, 0.0], [0.1, -0.2, -0.3], [0.2, 0.3, 0.0], [0.0, 0.0, 0.2]],
  "lowdin_spin": [0.913, 0.083, 0.110, 0.119, 0.132, 0.530, 0.035, -0.001, 0.002, 0.021, 0.002, 0.006, 0.070, 0.104, 0.493, 0.246, 0.001, 0.021, 0.047, 0.004, 0.006, 0.006, 0.005, 0.002, 0.012, 0.024, 0.002, 0.001, 0.000, 0.001, 0.000, 0.001, 0.001, 0.000, 0.000],
  "gap_ev": [7.1, 2.3],
  "total_energy_ha": -3459.6366,
  "e_homo_ev": [-15.076, -14.983],
  "spin_multiplicity": 4,
  "total_charge": 2
}

=====

No. 4
{
  "formula": "C6H20CoN3S",
  "method": "ωB97M-V/def2-TZVPD",
  "species": ["C", "Co", "N", "H", "H", "H", "H", "H", "H", "H", "H", "C", "C", "N", "C", "S", "N", "C", "C", "H", "H", "H", "H", "H", "H", "H", "H", "H", "H", "H", "H"],
  "xyz": [[-0.7831, 1.2265, -1.1472], [0.1429, -0.2654, -0.0489], [0.3323, -1.5121, -1.6916], [0.5204, 1.0046, 0.8722], [0.5196, 1.4594, 0.0601], [-0.9202, 2.2553, -0.7767], [-1.7842, 0.7759, -1.2213], [-0.3009, 1.2905, -2.1367], [-0.1784, -2.3892, -1.5416], [1.3155, -1.7511, -1.8379], [-0.0145, -1.0979, -2.5516], [-1.3438, 0.9435, 5.0957], [-0.8077, -0.3994, 4.6561], [-0.2763, -0.3086, 3.2708], [0.8565, -0.9187, 2.8594], [0.9631, -1.7040, 1.3137], [1.9390, -0.9899, 3.6514], [2.3008, -0.0487, 4.7275], [2.7728, -0.8511, 5.9295], [-0.5930, 1.7274, 4.9955], [-1.6534, 0.8889, 6.1390], [-2.2216, 1.2250, 4.4992], [-0.0093, -0.7642, 5.3124], [-1.6069, -1.1517, 4.6539], [-1.0107, -0.2696, 2.5532], [2.7379, -1.4369, 3.1947], [3.1219, 0.5875, 4.3631], [1.4583, 0.6024, 4.9679], [3.6910, -1.4009, 5.6967], [2.9769, -0.1882, 6.7770], [2.0117, -1.5834, 6.2355]],
  "forces_ev_per_a": [[-0.9, 0.2, -1.1], [-0.1, 1.8, -1.0], [0.0, -1.2, -0.8], [0.8, 1.8, -0.1], [0.2, -1.7, 2.3], [0.0, -0.2, -0.1], [-0.2, 0.1, -0.4], [-0.3, 0.0, -0.1], [0.3, 0.3, 0.0], [-0.3, 0.0, 0.1], [0.0, 0.1, 0.1], [-0.3, 0.0, 0.2], [0.3, -0.5, -1.2], [-1.9, 1.2, 1.3], [-0.2, -0.6, -2.4], [0.1, -1.3, 0.8], [2.1, -0.2, 2.2], [0.3, -0.6, -1.0], [-0.1, 0.1, 0.4], [0.0, 0.0, -0.1], [-0.1, 0.1, 0.2], [0.2, 0.0, 0.1], [-0.3, 0.1, -0.1], [-0.1, -0.1, 0.4], [0.8, 0.0, 0.4], [-0.6, 0.4, 0.3], [-0.1, 0.2, 0.2], [0.1, -0.1, -0.1], [-0.1, 0.0, 0.0], [0.1, 0.0, 0.0], [0.2, 0.2, -0.1]],
  "lowdin_spin": [0.066, 1.789, 0.028, 0.009, 0.047, 0.007, 0.022, 0.005, 0.003, 0.006, 0.004, 0.011, 0.041, 0.121, 0.420, 0.170, 0.126, 0.036, 0.021, 0.002, 0.003, 0.003, 0.003, 0.014, 0.002, 0.009, 0.015, 0.003, 0.005, 0.005, 0.003],
  "gap_ev": [3.2, 5.8],
  "total_energy_ha": -2185.6526,
  "e_homo_ev": [0.262, -2.441],
  "spin_multiplicity": 4,
  "total_charge": -1
}